# 1
{"formula": "C5H8O2", "method": "the ωB97M-V functional and the def2-TZVPD basis", "species": ["O", "O", "C", "C", "C", "C", "C", "H", "H", "H", "H", "H", "H", "H", "H"], "positions_angstrom": [[-2.47102, -0.30046, -1.15407], [0.62687, -1.28908, 1.38781], [-0.37566, 0.37436, -0.00531], [-1.14882, -0.61550, -0.83496], [0.72549, -0.01414, 0.92122], [-0.13047, 0.24195, -1.49134], [1.71549, 0.82456, 1.22260], [-0.93400, -1.67589, -0.70441], [2.52707, 0.57242, 1.89561], [-3.01571, -0.47812, -0.37767], [-0.94904, 1.24461, 0.30815], [0.80402, -0.22006, -1.79457], [1.40653, -1.46884, 1.93053], [1.72916, 1.80767, 0.77508], [-0.49162, 1.03623, -2.13267]], "forces_ev_per_a": [[-0.22, -0.05, 0.19], [0.12, -0.14, 0.14], [-0.07, 0.09, 0.13], [0.31, -0.12, 0.08], [0.07, 0.33, -0.13], [0.07, -0.02, -0.24], [-0.04, -0.05, 0.04], [-0.01, 0.20, -0.02], [-0.08, -0.08, 0.00], [0.02, 0.01, -0.11], [0.13, -0.12, -0.12], [-0.12, 0.08, 0.05], [-0.14, -0.05, -0.05], [-0.01, -0.01, 0.02], [-0.02, -0.08, 0.04]], "homo_energy_ev": -8.826, "smiles": "C=C(O)[C@H]1C[C@@H]1O", "de_lowest_kj_mol": 181.4}


# 2
{"formula": "C5H8O2", "method": "the ωB97M-V functional and the def2-TZVPD basis", "species": ["O", "O", "C", "C", "C", "C", "C", "H", "H", "H", "H", "H", "H", "H", "H"], "positions_angstrom": [[-0.24700, 0.61704, 1.45508], [1.40979, 0.99871, -1.41607], [0.70093, 0.34807, -0.43157], [-1.83972, -0.24271, -0.08527], [-0.70509, 0.74507, -0.00205], [1.05881, -0.99279, 0.14758], [1.03727, 0.24935, 1.00635], [0.33326, -1.79638, 0.26030], [-0.95505, 1.79009, -0.20228], [-1.65406, -0.48700, 0.96761], [-1.66877, -1.14303, -0.68627], [-2.84395, 0.16218, -0.23428], [1.90276, 0.61690, 1.53873], [2.06439, -1.31300, -0.11150], [1.40642, 0.44748, -2.20637]], "forces_ev_per_a": [[0.06, 0.69, -0.75], [0.05, -0.12, -0.36], [0.08, -0.04, 0.13], [-0.01, -0.17, 0.52], [0.23, 0.12, 0.82], [0.02, -0.16, -0.07], [0.61, 0.27, -0.05], [0.10, 0.20, 0.01], [0.16, -0.16, 0.02], [-1.57, -1.12, -0.20], [0.03, 0.40, -0.10], [0.29, 0.01, -0.06], [0.01, -0.06, 0.05], [-0.09, 0.04, 0.07], [0.03, 0.08, -0.03]], "homo_energy_ev": -9.127, "smiles": "C[C@H]1O[C@H]2C[C@]21O", "de_lowest_kj_mol": 310.8}


# 3
{"formula": "C5H8O2", "method": "the ωB97M-V functional and the def2-TZVPD basis", "species": ["O", "O", "C", "C", "C", "C", "C", "H", "H", "H", "H", "H", "H", "H", "H"], "positions_angstrom": [[-2.30516, -0.78039, 0.47931], [-0.86316, 0.25841, 1.72887], [0.29104, -1.31362, -1.12124], [0.09213, -1.41513, 0.36404], [0.74087, 0.08796, 2.18776], [1.25655, -0.64979, 1.00457], [-1.09595, -0.60967, 0.86492], [1.11619, 1.10093, 2.34429], [-2.38421, -1.15038, -0.41509], [2.11905, -1.28720, 1.22012], [0.64894, -0.50296, 3.10448], [-0.01571, -2.43288, 0.76835], [0.98996, -0.77933, -1.76279], [0.00028, -2.19155, -1.69940], [1.49473, -0.11970, -0.16531]], "forces_ev_per_a": [[-0.38, 0.61, -0.09], [1.77, 0.01, 1.20], [-1.21, -2.73, -1.25], [0.47, 0.65, 0.13], [-1.54, 0.50, -0.75], [1.01, 0.62, -4.07], [0.54, -0.43, -0.59], [-0.39, -0.18, 0.04], [0.09, -0.39, 0.09], [-0.21, 0.15, 0.09], [0.01, 0.23, -0.23], [-0.22, 0.00, -0.46], [0.02, 0.74, 0.99], [-0.41, 0.06, 0.16], [0.45, 0.16, 4.75]], "spin_multiplicity": 2, "homo_energy_ev": [-13.859, -16.122], "total_charge": 1, "s2": 0.754, "de_lowest_kj_mol": 87.6}


# 4
{"formula": "C5H8O2S", "method": "the ωB97M-V functional and the def2-TZVPD basis", "species": ["S", "O", "O", "C", "C", "C", "C", "C", "H", "H", "H", "H", "H", "H", "H", "H"], "positions_angstrom": [[0.03493, 2.56694, 1.36424], [-1.68202, -1.66820, 0.63519], [1.33778, 1.32565, -1.85443], [0.67344, 0.17467, -1.46248], [-0.33081, 0.29170, -0.38476], [0.28410, -0.34265, 1.57599], [-0.42299, -1.05386, 0.42960], [0.02819, 1.01523, 0.86796], [0.71586, 1.78260, -2.49707], [0.23034, -0.41179, -2.30053], [-2.26822, -1.01182, 1.06169], [0.17531, -1.85319, 0.02081], [1.33708, -0.51683, 1.66829], [1.43351, -0.47896, -0.97574], [-1.32946, 0.62317, -0.69499], [-0.21703, -0.44264, 2.54623]], "forces_ev_per_a": [[-0.06, -1.28, -0.53], [-0.10, 1.28, 0.51], [-1.42, 1.37, -1.74], [1.23, -1.90, 0.08], [-2.69, -0.07, 0.41], [-1.35, 1.37, 0.97], [0.36, -0.34, -0.75], [0.87, 0.31, 1.32], [1.35, -0.47, 1.19], [0.32, 0.39, 0.36], [0.26, -0.52, -0.26], [0.20, -0.19, -0.38], [0.59, -0.35, 0.08], [0.03, 0.33, -0.78], [0.09, 0.05, -0.46], [0.32, 0.02, -0.01]], "homo_energy_ev": -8.625, "smiles": "OC[C@@H]1C(=S)C[C@H]1O", "de_lowest_kj_mol": 203.1}


# 5
{"formula": "C5H8O2S", "method": "the ωB97M-V functional and the def2-TZVPD basis", "species": ["S", "O", "O", "C", "C", "C", "C", "C", "H", "H", "H", "H", "H", "H", "H", "H"], "positions_angstrom": [[-0.50464, 1.79277, 0.17671], [-1.44749, -1.99056, 0.28176], [-2.52867, -0.18274, -0.39894], [-0.19464, 0.02009, -0.22470], [-1.42779, -0.86163, -0.12767], [0.99053, -0.60626, 0.53565], [3.32918, -0.51923, -0.47601], [2.33215, -0.00088, 0.25353], [0.06136, 0.02400, -1.32499], [-2.33784, 0.80198, -0.43072], [3.33381, -1.48227, -0.99202], [2.45762, 1.05634, 0.63626], [0.73646, -0.51407, 1.60009], [4.24495, 0.01656, -0.55960], [0.98628, -1.64260, 0.24447], [0.22426, 2.24957, -0.82820]], "forces_ev_per_a": [[-0.05, -0.49, 0.38], [0.23, 0.14, -0.70], [-1.16, 0.93, -0.39], [1.65, -0.25, -1.43], [-0.09, 0.74, 1.52], [-0.35, 0.41, -0.08], [-0.84, -0.19, 0.45], [0.30, 1.26, -0.27], [-0.22, 0.00, 1.00], [-0.12, -1.32, -0.19], [-0.38, 0.12, 0.40], [0.04, -1.32, -0.26], [0.26, -0.25, -0.10], [0.52, 0.49, -0.16], [0.04, -0.54, 0.15], [0.15, 0.27, -0.30]], "homo_energy_ev": -9.942, "smiles": "C=CC[C@H](S)C(=O)O", "de_lowest_kj_mol": 60.7}


# 6
{"formula": "C5H8O2S", "method": "the ωB97M-V functional and the def2-TZVPD basis", "species": ["S", "O", "O", "C", "C", "C", "C", "C", "H", "H", "H", "H", "H", "H", "H", "H"], "positions_angstrom": [[-1.83093, -0.80940, -0.61782], [1.09933, -0.09360, -1.19362], [-1.20900, 0.68166, 1.46030], [1.77862, -1.63696, 0.70541], [0.49474, 0.63540, -0.11791], [0.65049, 2.13180, -0.26094], [1.63648, -0.25733, 0.09535], [-0.89261, 0.17403, 0.25703], [0.32404, 2.44882, -1.23119], [0.89344, -2.27833, 0.64777], [0.06729, 2.64926, 0.50072], [2.60396, 0.21720, 0.17616], [-2.04678, 0.21663, 1.78438], [1.69837, 2.38389, -0.16577], [2.61737, -2.14058, 0.19128], [2.00835, -1.53260, 1.77466]], "forces_ev_per_a": [[-0.03, 0.05, 0.17], [-0.53, -0.02, -0.10], [-1.35, -1.01, 0.51], [-0.51, -0.09, 0.11], [-0.57, -0.09, -0.83], [0.12, -0.29, 0.90], [1.12, -0.65, 0.29], [0.40, -0.19, 0.25], [-0.33, 0.04, -0.57], [0.03, 0.24, -0.25], [0.14, 0.08, -0.01], [0.16, 0.62, 0.20], [1.34, 0.94, -0.78], [0.21, 0.18, 0.08], [-0.38, 0.18, 0.31], [0.17, 0.00, -0.28]], "homo_energy_ev": -8.998, "smiles": "C[C@H]1O[C@@]1(C)C(O)=S", "de_lowest_kj_mol": 124.3}


# 7
{"formula": "C5H8O3", "method": "the ωB97M-V functional and the def2-TZVPD basis", "species": ["O", "O", "O", "C", "C", "C", "C", "C", "H", "H", "H", "H", "H", "H", "H", "H"], "positions_angstrom": [[-0.27543, -1.67444, 0.85725], [-1.05121, 0.84667, 0.89259], [-1.17661, -0.18909, -1.20487], [0.30758, 0.63847, 0.78121], [-1.31662, 1.05833, -0.54730], [0.22862, -0.68106, -1.21160], [0.47392, -0.70072, 0.28377], [1.42783, -0.16654, 1.21043], [0.04258, -1.70132, -1.73830], [1.57470, -0.64816, 2.19746], [-0.43112, 1.78447, -0.78290], [-2.40518, 1.40582, -0.73526], [-1.20510, -1.40720, 0.90419], [2.36761, 0.20063, 0.98410], [0.80427, -0.04571, -1.86827], [0.63415, 1.27983, -0.02249]], "forces_ev_per_a": [[-1.20, -1.13, 1.05], [-1.69, 1.90, 0.30], [0.48, 1.32, -0.39], [-0.56, 1.27, -0.86], [-0.70, -0.20, 0.22], [-2.00, -2.00, -0.75], [1.32, -2.52, -3.39], [1.55, -1.14, 4.00], [0.88, 1.56, 1.16], [-0.84, -0.03, -0.73], [-2.62, -0.62, -0.85], [2.02, -0.45, 0.58], [0.11, 0.15, -0.15], [1.58, 1.06, -1.04], [0.50, 0.31, 0.15], [1.16, 0.51, 0.71]], "homo_energy_ev": -9.084, "smiles": "O[C@@]12COCO[C@H]1C2", "de_lowest_kj_mol": 505.2}


# 8
{"formula": "C5H8O3", "method": "the ωB97M-V functional and the def2-TZVPD basis", "species": ["O", "O", "O", "C", "C", "C", "C", "C", "H", "H", "H", "H", "H", "H", "H", "H"], "positions_angstrom": [[2.15521, 0.80505, -1.24632], [-0.49390, 1.51872, 1.27283], [0.64369, 2.34944, -0.78838], [0.10388, 0.01102, -0.38242], [0.37786, -1.34659, -0.94547], [0.99533, 1.17847, -0.64560], [-0.75275, 0.25917, 0.61839], [-1.50705, -0.70703, 1.45287], [2.53124, 1.57365, -1.70117], [0.54530, -2.09888, -0.17558], [-2.19293, -0.16429, 2.09952], [-0.30027, 2.28874, 0.69076], [1.26663, -1.32796, -1.56990], [-0.82114, -1.29937, 2.05658], [-0.47103, -1.65480, -1.55627], [-2.08005, -1.38534, 0.82017]], "forces_ev_per_a": [[0.19, -0.35, 0.63], [-2.30, -1.36, 0.66], [0.60, -0.60, 1.05], [0.49, 0.48, 1.08], [-0.14, 0.05, -0.44], [-0.43, 0.17, -4.22], [2.50, 2.70, 1.39], [-0.62, 0.29, -0.44], [-0.14, 0.11, 0.31], [-0.09, 0.01, 0.15], [0.02, -0.08, 0.06], [-0.18, -1.16, -0.18], [-0.09, -0.01, -0.08], [0.08, 0.03, 0.05], [0.06, -0.23, -0.07], [0.03, -0.06, 0.04]], "homo_energy_ev": -9.003, "smiles": "C/C(O)=C(\\C)C(=O)O", "de_lowest_kj_mol": 104.7}


# 9
{"formula": "C5H8O3", "method": "the ωB97M-V functional and the def2-TZVPD basis", "species": ["O", "O", "O", "C", "C", "C", "C", "C", "H", "H", "H", "H", "H", "H", "H", "H"], "positions_angstrom": [[0.23390, 0.09846, 1.21252], [1.49481, -1.43193, 0.06596], [1.23896, 1.14499, -0.35858], [2.04991, -0.01463, -0.00870], [0.09743, -0.94337, 0.08826], [-1.38276, 0.48123, -0.22622], [0.02188, 1.12669, 0.38022], [-1.41475, -0.97279, 0.07916], [-2.13581, -1.22288, 0.85316], [-1.30283, 0.41504, -1.38015], [-0.30835, 2.07513, 0.74915], [-1.49073, -1.38248, -0.94427], [2.76206, -0.04743, -0.79508], [2.33723, 0.11655, 1.14168], [0.19767, -0.47057, -0.81181], [-2.39861, 1.02801, -0.04528]], "forces_ev_per_a": [[-0.42, -1.30, 1.60], [-2.27, 0.75, 0.05], [-0.24, -0.46, -1.11], [0.90, 0.21, 3.48], [2.59, -0.30, 3.83], [-1.76, 3.36, -4.13], [-2.33, -0.78, -0.39], [0.49, -2.03, -1.32], [0.66, -0.77, 0.09], [-0.26, 1.24, 1.53], [0.86, 0.77, 0.71], [-1.58, -0.91, 0.90], [1.00, 0.04, -0.18], [0.32, -0.07, -3.11], [-0.03, 0.93, -2.15], [2.08, -0.66, 0.20]], "homo_energy_ev": -9.660, "smiles": "C1O[C@H]2CC[C@H](O1)O2", "de_lowest_kj_mol": 709.4}


# 10
{"formula": "C5H8O3S2", "method": "the ωB97M-V functional and the def2-TZVPD basis", "species": ["S", "S", "O", "O", "O", "C", "C", "C", "C", "C", "H", "H", "H", "H", "H", "H", "H", "H"], "positions_angstrom": [[0.60275, -1.62661, 1.21960], [-0.93951, -1.69444, -0.39249], [1.91209, -0.81593, -1.07528], [-2.09833, -2.38752, 0.12087], [3.25898, 1.17761, 0.20827], [-2.34943, 0.42374, 0.74067], [1.69414, -0.63909, 0.26878], [-1.42546, 0.17704, -0.32377], [2.39257, 0.40769, 0.84562], [-0.88174, 0.91326, -1.23912], [-1.91493, 0.54880, 1.68022], [2.29731, 0.84944, 1.82589], [-2.99412, 1.23792, 0.62541], [1.62679, -1.74874, -1.29016], [-1.07947, 1.99157, -1.36197], [-0.12438, 0.76289, -2.06151], [-3.09261, -0.40896, 0.86200], [3.11534, 0.83134, -0.65304]], "forces_ev_per_a": [[-0.17, -0.07, -0.96], [0.75, 2.44, -0.04], [-0.58, -2.02, -0.41], [-1.02, -1.03, 0.55], [0.61, 0.24, -0.59], [-2.37, -1.48, 0.38], [1.39, 2.53, 2.04], [1.27, -3.06, -0.44], [-2.14, -1.34, 1.14], [1.50, 2.78, -2.61], [1.14, 0.05, 1.56], [-0.73, -0.97, 0.47], [-0.69, 1.71, -0.68], [0.64, 1.37, 0.06], [-0.53, -0.35, 0.76], [-0.85, -1.23, 1.25], [0.89, 0.27, -0.21], [0.86, 0.16, -2.27]], "homo_energy_ev": -8.047, "de_lowest_kj_mol": 87.8}